one:
Here is a cluster of 5 separate species, C3H14O4 in total from the OMol25 dataset. Energies are from the ωB97M-V functional and the def2-TZVPD basis.

Geometry as ORCA input:
```
! wB97M-V def2-TZVPD RIJCOSX def2/J DEFGRID3
* xyz 0 1
C -3.219 -0.819 0.129
C -2.054 -0.944 0.762
C -1.556 -2.333 1.133
H -3.618 0.158 -0.005
H -3.802 -1.691 -0.133
H -1.652 -0.014 1.163
H -0.806 -2.643 0.451
H -2.440 -2.926 1.197
H -1.181 -2.272 2.158
O -0.822 -0.704 -2.232
H 0.042 -0.320 -2.043
H -1.207 -0.844 -1.366
O 2.187 2.009 0.781
H 1.332 2.461 0.803
H 1.952 1.182 0.336
O -0.789 2.850 -0.713
H -0.735 2.979 -1.661
H -1.390 2.133 -0.496
O 6.799 0.595 -0.410
H 6.915 -0.003 0.336
H 6.042 1.146 -0.189
*
```

Summary:
SMILES string: C=CC.O.O.O.O
E_HOMO: -10.46 eV

Results of the Mulliken charge analysis, in e, for atoms 1 through 4: -0.643 -0.209 -0.909 0.266

two:
Here is a cluster of 4 separate species, C3H14O4 in total from the OMol25 dataset. Energies are from the ωB97M-V functional and the def2-TZVPD basis.

Geometry as ORCA input:
```
! wB97M-V def2-TZVPD RIJCOSX def2/J DEFGRID3
* xyz 0 1
C 0.308 -1.002 -0.781
O 1.044 -0.236 0.167
H -0.750 -0.814 -0.594
H 0.424 -0.603 -1.800
H 0.594 -2.050 -0.831
H 1.843 0.119 -0.230
C -3.897 -1.526 2.810
O -3.541 -1.109 1.517
H -3.235 -2.313 3.190
H -3.892 -0.720 3.552
H -4.906 -1.936 2.778
H -2.630 -0.759 1.525
C 3.337 1.944 -2.668
O 4.566 1.355 -2.220
H 2.514 1.406 -2.197
H 3.287 2.988 -2.350
H 3.292 1.814 -3.750
H 5.242 1.524 -2.877
O -1.184 0.416 1.911
H -0.537 0.459 1.183
H -1.880 1.042 1.665
*
```

Summary:
SMILES string: CO.CO.CO.O
E_HOMO: -9.80 eV

Results of the Mulliken charge analysis, in e, for atoms 1 through 4: -0.452 -0.548 0.200 0.261

Most stable structure, least stable structure: one, two.

one:
Here is an isolated molecule of C3H5NO from the OMol25 dataset. Energies are from the ωB97M-V functional and the def2-TZVPD basis.

Geometry as ORCA input:
```
! wB97M-V def2-TZVPD RIJCOSX def2/J DEFGRID3
* xyz 0 1
O 2.224 -0.019 -0.124
C 1.025 -0.021 -0.086
C -0.096 -1.077 -0.045
N -1.027 0.016 -0.310
C -0.032 1.080 -0.051
H -0.011 -1.845 -0.822
H -0.165 -1.555 0.939
H -1.852 0.035 0.313
H -0.109 1.511 0.983
H 0.042 1.875 -0.798
*
```

Summary:
SMILES string: O=C1CNC1
E_HOMO: -9.59 eV

Results of the Mulliken charge analysis, in e, for atoms 1 through 4: -0.533 0.338 -0.270 -0.477

two:
Here is an isolated molecule of C3H5NO from the OMol25 dataset. Energies are from the ωB97M-V functional and the def2-TZVPD basis.

Geometry as ORCA input:
```
! wB97M-V def2-TZVPD RIJCOSX def2/J DEFGRID3
* xyz 0 1
O -0.270 -2.370 -1.163
C 0.096 -1.312 -0.794
N -0.649 -0.399 -0.057
C -0.314 1.033 -0.158
C 0.149 0.367 1.012
H 1.112 -0.938 -0.775
H 0.496 1.333 -0.715
H -1.271 1.541 -0.225
H 1.223 0.182 0.972
H -0.573 0.563 1.905
*
```

Summary:
SMILES string: O=CN1CC1
E_HOMO: -9.92 eV

Results of the Mulliken charge analysis, in e, for atoms 1 through 4: -0.404 0.184 -0.357 -0.348

three:
Here is a cluster of 2 separate species, C3H5NO in total from the OMol25 dataset. Energies are from the ωB97M-V functional and the def2-TZVPD basis.

Geometry as ORCA input:
```
! wB97M-V def2-TZVPD RIJCOSX def2/J DEFGRID3
* xyz 0 1
C 2.478 -0.458 -0.082
C 0.550 -1.212 0.049
C -0.430 0.818 -0.207
N -0.151 -0.509 -0.732
O 2.415 0.653 -0.237
H 0.721 -2.329 -0.035
H 0.900 -0.759 0.950
H -1.222 0.657 0.544
H 0.446 1.169 0.338
H -0.683 1.520 -1.023
*
```

Summary:
E_HOMO: -9.90 eV

Results of the Mulliken charge analysis, in e, for atoms 1 through 4: 0.123 -0.394 -0.664 -0.377

Most stable structure, least stable structure: one, three.